Record 1
Entry from the OMol25 dataset: C40H38As2CrO3PSSe2 as an isolated structure in a non-equilibrium geometry (the ωB97M-V functional and the def2-TZVPD basis).

Its multiplicity is 2. The calculation puts the HOMO-LUMO gap (alpha / beta) at 6.8070 / 7.4790 eV. The value obtained for the calculated total energy is -12831.2922 Ha.

Geometry as XYZ:
```
88
Properties=species:S:1:pos:R:3:forces:R:3
Cr -0.167311 0.354043 -0.380508 1.5538 -0.4701 0.7738
O 0.014653 1.559714 3.304349 0.1069 -0.1558 0.0221
C 0.598384 1.055496 2.359008 -0.4115 0.2224 -0.1630
O -0.010525 0.206046 1.555890 0.1627 -0.0689 -0.0967
C 2.051519 1.347201 2.121396 0.1988 -0.1174 0.1159
C 2.734410 1.852988 3.233871 -0.0238 0.0174 -0.0268
C 4.091667 2.093256 3.205951 0.0193 0.0090 0.0544
C 4.800546 1.843867 2.035550 0.0793 -0.0193 -0.0214
C 4.146507 1.358124 0.924011 -0.0814 -0.0534 -0.0104
C 2.769737 1.086695 0.942900 -0.1840 0.1024 0.1780
S 2.117818 0.481065 -0.561747 -0.3474 -0.2302 -0.4308
H 2.154859 2.050954 4.125278 -0.0019 -0.0125 -0.0033
H 4.596876 2.470575 4.085942 -0.0069 0.0185 -0.0163
H 5.867191 2.029609 1.991592 -0.0125 0.0101 -0.0022
H 4.681045 1.171310 0.000647 0.0487 0.0128 0.0280
Se -0.306157 0.407964 -2.900029 -0.1598 0.1519 -0.0105
P -0.135307 2.545212 -2.481999 0.0142 0.1092 -0.1472
Se -0.280730 2.934511 -0.342788 -0.2760 -0.1676 -0.2014
C -1.437856 3.435475 -3.406705 0.1560 -0.1252 0.1376
C -1.943985 4.632368 -2.912906 0.0374 -0.0165 -0.0552
C -2.952062 5.288278 -3.602569 -0.0022 0.0633 0.0384
C -3.451343 4.754407 -4.781869 -0.0088 -0.0001 -0.0192
C -2.939602 3.563802 -5.277950 -0.0100 -0.0112 -0.0377
C -1.935812 2.899786 -4.589966 0.0180 0.0689 0.0476
C 1.433663 3.186684 -3.145490 -0.1530 -0.1043 0.0825
C 2.265660 3.994026 -2.382767 -0.0155 -0.0113 -0.0577
C 3.457694 4.451272 -2.926765 0.0282 0.0254 0.0028
C 3.810524 4.104252 -4.221686 0.0398 0.0248 0.0369
C 2.975333 3.295676 -4.981490 -0.0357 -0.0513 -0.0818
C 1.787664 2.830100 -4.444398 0.0242 0.0852 0.0996
H -1.559017 5.033888 -1.983328 -0.0409 0.0104 0.0111
H -3.356268 6.213595 -3.212259 0.0106 -0.0012 -0.0067
H -4.245138 5.264513 -5.312371 0.0032 -0.0008 0.0007
H -3.331354 3.143467 -6.195420 0.0008 0.0068 0.0040
H -1.552712 1.954038 -4.951092 -0.0335 -0.0184 -0.0296
H 1.987760 4.248766 -1.368306 0.0184 -0.0275 0.0217
H 4.114842 5.072104 -2.331528 -0.0025 0.0002 -0.0069
H 4.745196 4.457035 -4.638692 -0.0065 0.0014 -0.0060
H 3.256276 3.019193 -5.989741 0.0009 0.0024 0.0081
H 1.137616 2.176703 -5.013485 0.0521 -0.0095 -0.0619
C -3.512784 0.798528 1.501462 0.1640 -0.0559 0.0449
As -2.662147 0.355087 -0.193327 -1.1681 0.3487 -0.2573
C -3.608226 1.606112 -1.355998 0.0052 0.0024 0.0493
C -3.651785 -1.242931 -0.706944 0.2030 -0.0549 -0.0016
H -4.587341 0.632113 1.435203 -0.0085 0.0135 -0.0591
H -3.314438 1.843915 1.734404 0.0387 -0.0023 -0.0157
H -3.093630 0.186499 2.297679 0.0223 -0.0064 -0.0064
H -4.687657 1.504525 -1.240901 0.0145 -0.0709 0.0739
H -3.336102 1.403357 -2.389990 0.0271 -0.0174 -0.0260
H -3.312929 2.623808 -1.110558 0.0312 0.0162 0.0164
H -4.719882 -1.066847 -0.588970 -0.0090 0.0348 0.0035
H -3.350094 -2.090015 -0.097608 0.0095 -0.0107 -0.0078
H -3.426986 -1.462528 -1.750200 0.0075 -0.0032 0.0011
O -0.347717 -1.670507 -0.305560 -0.1172 0.7725 -0.2548
As -0.028902 -2.410744 1.160715 0.0574 -0.7693 0.5542
C -1.412041 -2.273453 2.518610 0.1455 -0.0174 -0.2266
C -1.344882 -1.463542 3.645252 0.0755 0.0599 -0.0232
C -2.426446 -1.404398 4.511129 -0.0076 0.0066 0.0567
C -3.573261 -2.142621 4.255073 0.0036 -0.0055 -0.0512
C -3.637131 -2.959065 3.134505 -0.0529 -0.0038 0.0525
C -2.555272 -3.030288 2.271514 0.1385 -0.0466 -0.0333
C -0.123843 -4.285862 0.677148 -0.0422 0.0777 -0.0731
C -0.325586 -4.636920 -0.651091 -0.0296 0.1390 -0.0193
C -0.347302 -5.976028 -1.016954 0.0083 -0.0566 0.0595
C -0.166489 -6.957398 -0.053606 -0.0073 -0.0355 -0.0530
C 0.039419 -6.607597 1.275082 0.0088 -0.0082 0.0391
C 0.063052 -5.272106 1.640999 -0.0082 0.1736 0.0077
C 1.784790 -2.322607 1.789669 -0.1453 0.0433 0.0181
C 2.130166 -2.174665 3.124541 -0.1573 0.1031 0.0217
C 3.466705 -2.232773 3.492272 0.0344 0.0287 0.0390
C 4.441286 -2.454786 2.532221 0.0330 -0.0192 0.0302
C 4.088788 -2.627598 1.200247 0.0163 0.0303 0.0061
C 2.758069 -2.562409 0.826007 -0.0753 0.0134 -0.0211
H -0.480668 -0.848967 3.843318 -0.0202 0.1030 -0.0575
H -2.375104 -0.755955 5.376006 0.0050 -0.0168 0.0033
H -4.421972 -2.079664 4.923985 0.0188 -0.0001 0.0173
H -4.527184 -3.543363 2.939153 0.0152 0.0039 -0.0317
H -2.584894 -3.683396 1.406772 -0.0869 -0.0118 0.0340
H -0.461598 -3.852522 -1.385289 -0.0011 -0.0164 -0.0182
H -0.502114 -6.252271 -2.051808 -0.0039 0.0059 -0.0007
H -0.183705 -8.002140 -0.337224 0.0046 0.0069 0.0013
H 0.184721 -7.378418 2.020848 -0.0016 0.0136 0.0099
H 0.227594 -4.981847 2.673527 0.0088 -0.1019 0.0255
H 1.368144 -2.012132 3.877170 0.0584 0.0130 -0.0112
H 3.745335 -2.097335 4.529147 -0.0083 -0.0144 -0.0020
H 5.481951 -2.503683 2.826809 -0.0043 0.0221 -0.0187
H 4.851820 -2.810530 0.455036 -0.0158 0.0194 -0.0105
H 2.466040 -2.692112 -0.208022 0.0563 0.0236 -0.0555
```
Forces are in eV/Å.

Atomic partial charges in e from the Löwdin method, atoms 1 to 5: -0.218, 0.059, -0.601, -0.312, -0.150

=====

Record 2
Entry from the OMol25 dataset: a 3-piece molecular cluster, C21H40F3N3O3 overall in a non-equilibrium geometry (the ωB97M-V functional and the def2-TZVPD basis).

The calculation puts the HOMO-LUMO gap at 7.4902 eV. The value obtained for the calculated total energy is -1513.6869 Ha.

Geometry as XYZ:
```
70
Properties=species:S:1:pos:R:3:forces:R:3
C 8.838595 1.374477 -2.593170 -0.7464 -0.5426 -0.3759
C 7.685022 0.573133 -3.232289 1.1164 0.2678 -0.4617
C 7.301201 1.075100 -4.640659 -1.2521 -1.1302 0.6291
C 5.750442 0.972819 -4.816399 1.2500 1.0333 -0.6336
N 5.191625 2.303367 -4.582276 -0.2210 -0.3759 -0.4195
C 4.349782 2.624472 -3.601886 -0.4948 0.8563 0.9672
C 3.220974 2.115287 -3.079479 0.7374 0.2741 -0.3374
C 2.620839 0.807274 -3.390987 1.7343 -0.1645 2.4394
F 2.828868 0.365764 -4.589898 -0.2398 -0.1876 -2.0565
F 1.389880 0.704066 -3.024811 -2.3070 0.0859 -0.1754
F 3.284110 -0.090223 -2.578317 0.3359 -0.3983 0.1773
C 2.675817 3.184896 -2.204654 1.6963 -0.9135 -1.3301
O 1.583179 3.556810 -2.298789 -3.2839 0.9270 1.1209
O 3.710210 3.920025 -1.655088 0.1001 -0.0803 -1.3043
C 4.749109 3.674826 -2.562001 -0.6517 -1.2925 1.1696
O 5.853612 3.904226 -2.259339 1.8517 1.1970 -0.2441
H 9.776095 0.995632 -2.984038 0.3116 0.0591 0.1603
H 8.775836 1.246597 -1.519092 0.3850 0.1273 0.2000
H 8.762193 2.422471 -2.854148 -0.0487 0.2933 0.1716
H 6.834449 0.514291 -2.561991 -0.2541 0.2746 0.0222
H 8.046664 -0.446073 -3.356859 -0.1864 -0.2451 0.1838
H 7.732773 0.433460 -5.405860 0.3310 0.0774 -0.0202
H 7.629703 2.093068 -4.806312 0.0432 0.2370 -0.0793
H 5.324124 0.310107 -4.083271 -0.1357 -0.3733 0.0212
H 5.563830 0.628081 -5.831499 -0.5121 -0.0352 0.0170
H 5.597776 3.078780 -5.073013 0.4594 0.0352 0.1668
C -3.961836 1.304859 1.384468 -0.0357 -0.0065 -0.0449
C -2.521464 1.325082 1.873262 -0.1432 0.1972 0.0212
N -1.587009 0.652090 0.991511 0.1161 -0.2117 -0.0092
C -0.269326 0.481566 1.581949 0.0721 -0.1090 0.1621
C 0.552550 1.738518 1.895001 0.1757 -0.0591 -0.0171
C -1.597161 1.094182 -0.393833 -0.2128 0.0720 -0.2394
C -1.289738 2.570010 -0.679398 0.0280 -0.0466 -0.0972
H -4.316010 0.281616 1.245779 0.0471 -0.0047 -0.0612
H -4.603768 1.786829 2.123765 0.0175 -0.0151 0.0191
H -4.089334 1.847820 0.447143 0.0054 -0.0188 -0.0024
H -2.499812 0.822860 2.844942 0.1831 -0.0314 -0.0231
H -2.235861 2.372622 2.057208 -0.0287 0.0228 0.0564
H 0.321144 -0.172219 0.933666 -0.0704 0.0338 -0.0979
H -0.397072 -0.080514 2.513180 -0.1158 0.0424 0.0062
H 0.993907 2.168868 0.996967 -0.0703 0.0756 -0.0060
H 1.380476 1.476412 2.558164 -0.0289 -0.0130 0.0063
H -0.034800 2.507529 2.396696 -0.0261 -0.0044 -0.0193
H -2.576868 0.860598 -0.818713 -0.0386 -0.0010 0.1215
H -0.903187 0.469810 -0.962988 0.0955 -0.0304 0.1484
H -1.781497 3.242026 0.025804 -0.0133 -0.0368 0.0253
H -1.643549 2.832517 -1.678516 0.0150 -0.0110 0.0003
H -0.221852 2.769946 -0.663160 -0.0152 0.0978 0.0662
C -7.338838 -4.288437 2.573487 -0.0105 -0.0086 -0.0216
C -6.451276 -3.275053 3.280882 -0.0778 0.0071 -0.2010
N -5.224224 -3.840835 3.810335 0.0975 -0.0498 0.1774
C -4.502359 -2.922855 4.676300 -0.0385 0.0954 0.1892
C -3.935126 -1.642197 4.053304 0.1791 0.0601 0.0929
C -4.407521 -4.575060 2.857548 -0.0138 -0.1949 -0.2082
C -3.898502 -3.825655 1.617841 0.1279 -0.0879 -0.0112
H -7.608012 -5.108346 3.240949 0.0649 -0.0210 -0.0079
H -8.259043 -3.801527 2.247172 0.0029 0.0069 0.0188
H -6.862583 -4.704142 1.684790 -0.0076 -0.0067 0.0108
H -7.021792 -2.859054 4.115892 0.1413 0.0491 0.0676
H -6.258831 -2.440300 2.588696 -0.0525 0.0350 -0.0073
H -3.689090 -3.467497 5.164121 -0.0004 -0.0862 -0.0995
H -5.178429 -2.635719 5.488101 -0.0992 -0.0312 -0.0769
H -3.030411 -1.837550 3.478805 -0.0492 0.0235 -0.0996
H -3.658425 -0.942049 4.845718 -0.0319 -0.0153 0.0071
H -4.654429 -1.135826 3.409166 -0.0089 -0.0229 -0.0103
H -4.977672 -5.444233 2.520426 -0.0890 0.0660 0.0267
H -3.554154 -5.003801 3.389548 -0.0153 0.1297 0.1204
H -4.662774 -3.183585 1.177840 -0.0134 0.0052 0.0251
H -3.598039 -4.544061 0.851911 -0.0191 -0.0092 0.0124
H -3.023110 -3.217979 1.840397 -0.0618 0.1070 -0.0289
```
Forces are in eV/Å.

Atomic partial charges in e from the Löwdin method, atoms 1 to 5: -0.097, -0.247, -0.166, -0.152, 0.070

=====

Record 3
Entry from the OMol25 dataset: one molecule with the formula C5H10FNO in a non-equilibrium geometry (the ωB97M-V functional and the def2-TZVPD basis).

The calculation puts the HOMO-LUMO gap at 10.6592 eV. The value obtained for the calculated total energy is -426.3351 Ha.

Geometry as XYZ:
```
18
Properties=species:S:1:pos:R:3:forces:R:3
C -1.956806 0.160865 -0.669298 -0.9219 -0.1239 -0.5080
C -1.062133 0.207072 0.553627 -0.5658 -0.7418 0.9470
O -0.919373 -1.068491 1.219495 -0.2356 0.6399 -0.7806
C 0.245633 0.813288 0.231545 0.8468 1.3672 0.5256
F 0.079974 2.124118 -0.136452 -0.3553 0.5578 -0.8027
C 1.490306 0.609511 1.008516 -0.3282 -0.5897 0.3314
C 1.345164 0.088227 -0.399625 0.6463 -0.2984 -0.4714
N 1.179275 -1.346642 -0.611350 0.0246 0.7680 -0.3202
H -2.939390 -0.136597 -0.293455 -0.0199 -0.1587 -0.2196
H -1.648307 -0.604919 -1.416773 -0.0118 0.5962 0.4328
H -2.129423 1.151884 -1.163660 0.5688 -0.8075 0.4403
H -1.551318 0.837813 1.301795 0.0896 0.0706 -0.0609
H -0.401625 -1.630038 0.613793 0.0619 0.1445 0.2339
H 2.222044 1.369761 1.205292 -0.1696 0.4925 -0.1967
H 1.292861 -0.026698 1.834869 0.3062 -0.9044 0.4643
H 1.907457 0.715880 -1.110202 -0.1909 -0.5889 0.0909
H 2.088456 -1.770994 -0.650902 0.3387 -0.3258 0.1082
H 0.757212 -1.494039 -1.517210 -0.0839 -0.0975 -0.2144
```
Forces are in eV/Å.

Atomic partial charges in e from the Löwdin method, atoms 1 to 5: -0.033, -0.358, -0.041, -0.449, 0.045

=====

Record 4
Entry from the OMol25 dataset: one molecule with the formula C4H12N2O in a non-equilibrium geometry (the ωB97M-V functional and the def2-TZVPD basis).

The calculation puts the HOMO-LUMO gap at 10.0575 eV. The value obtained for the calculated total energy is -344.3144 Ha.

Geometry as XYZ:
```
19
Properties=species:S:1:pos:R:3:forces:R:3
N -1.232664 1.963229 0.805764 0.5814 0.0310 0.4916
C 0.211561 1.838379 0.553986 -0.0198 -0.9074 -0.1089
C 0.678209 0.371027 0.518388 0.6093 0.3824 -0.7036
C -0.084084 -0.487490 -0.469293 -0.4788 0.1948 -0.4260
N 0.475514 -0.365382 -1.861677 0.2614 -0.5498 0.7626
C -0.234860 -1.897855 0.090296 -1.2650 -2.0817 -0.5351
O 0.618498 -2.491814 1.070371 0.1880 0.8634 -0.1754
H -1.333134 2.712706 1.478967 -0.6012 -0.0269 -0.3568
H -1.808083 2.107617 -0.011354 0.1504 0.2280 0.0722
H 0.557580 2.315915 -0.372083 -0.2018 0.1033 0.1055
H 0.711789 2.315373 1.387071 0.2449 0.2478 0.0578
H 1.692012 0.342100 0.100191 0.1127 0.2257 0.2534
H 0.769309 -0.119302 1.486787 -0.4995 0.2799 0.1683
H -1.114136 -0.138809 -0.644454 0.0703 -0.0819 0.9693
H 0.412999 -1.278184 -2.292507 0.1441 -0.1459 -0.1829
H -0.180574 0.200205 -2.376687 0.0652 0.1849 -0.2656
H -1.202803 -2.001656 0.573286 -0.1743 0.6400 0.2771
H -0.389943 -2.648611 -0.713099 0.4706 0.4261 -0.2005
H 1.452806 -2.737451 0.676050 0.3420 -0.0137 -0.2028
```
Forces are in eV/Å.

Atomic partial charges in e from the Löwdin method, atoms 1 to 5: -0.008, -0.270, -0.176, -0.382, 0.035